Computed, not measured: C18H88N2O28 as an isolated structure, with the ωB97M-V functional and the def2-TZVPD basis.

Results
- HOMO level (eV) = -1.438
- largest force on an atom (eV/Å) = 12.630
- Kohn-Sham gap (eV) = 4.9
- charge = -2

Cartesian coordinates (Å):
C (-16.38431, 9.89629, 15.91438)
C (-16.48687, 11.39261, 16.35537)
C (-17.74511, 12.09000, 15.77579)
C (-19.04929, 11.68483, 16.43546)
C (-18.94222, 11.93418, 17.90895)
C (-17.74151, 11.21992, 18.63868)
N (-16.45928, 11.51555, 17.86581)
O (-15.25611, 11.09138, 18.55770)
C (-18.02538, 9.73222, 18.82346)
C (-17.60141, 11.89891, 19.99956)
C (-15.24969, 12.18111, 15.72578)
H (-16.10210, 9.88518, 14.86161)
H (-17.20332, 9.19096, 16.05523)
H (-15.46558, 9.45621, 16.30216)
H (-17.77096, 11.92682, 14.69839)
H (-17.60644, 13.17066, 15.80827)
H (-19.42535, 10.67283, 16.28540)
H (-19.80893, 12.33765, 16.00550)
H (-19.82806, 11.53735, 18.40483)
H (-18.83409, 13.00975, 18.04874)
H (-18.54731, 9.54298, 19.76147)
H (-17.14157, 9.09505, 18.85502)
H (-18.63417, 9.43411, 17.96987)
H (-17.37757, 12.95217, 19.83037)
H (-16.71373, 11.63442, 20.57418)
H (-18.50403, 11.83219, 20.60698)
H (-15.34023, 12.03719, 14.64912)
H (-14.27455, 11.85461, 16.08718)
H (-15.38763, 13.22610, 16.00335)
C (-18.08619, 7.06683, 16.04392)
C (-16.92404, 6.54539, 16.94780)
C (-17.21753, 7.13843, 18.37525)
C (-16.39531, 6.63057, 19.50909)
C (-16.66979, 5.16545, 19.66885)
C (-16.15945, 4.42569, 18.37748)
N (-16.90772, 5.02047, 17.17180)
O (-17.02832, 4.18378, 16.02494)
C (-16.66796, 2.98235, 18.61508)
C (-14.58854, 4.50289, 18.24338)
C (-15.64719, 7.10367, 16.33753)
H (-18.20691, 8.14918, 16.08894)
H (-19.05721, 6.61491, 16.24634)
H (-17.95884, 6.73843, 15.01239)
H (-18.28860, 7.19000, 18.57087)
H (-17.00927, 8.20690, 18.31966)
H (-16.59777, 7.17376, 20.43216)
H (-15.33120, 6.85929, 19.45020)
H (-17.74180, 5.04632, 19.82606)
H (-16.26955, 4.71720, 20.57823)
H (-17.75302, 2.97175, 18.51186)
H (-16.43500, 2.56331, 19.59397)
H (-16.28716, 2.38679, 17.78538)
H (-14.12180, 5.16933, 18.96873)
H (-14.24892, 4.80044, 17.25131)
H (-14.17924, 3.50392, 18.39379)
H (-14.84047, 7.26320, 17.05297)
H (-15.79636, 8.04875, 15.81535)
H (-15.19422, 6.31530, 15.73638)
O (-16.21768, 0.75499, 17.20286)
H (-16.41663, 1.29788, 16.44002)
H (-15.42566, 1.14373, 17.57408)
O (-18.12693, 4.56764, 14.34766)
H (-17.85476, 4.41772, 15.25303)
H (-17.90914, 3.75358, 13.89366)
O (-15.30393, 8.82161, 18.49461)
H (-15.86608, 8.33495, 17.89181)
H (-15.54767, 9.73789, 18.36328)
O (-20.65667, 5.91233, 16.78166)
H (-20.21056, 6.62551, 17.23838)
H (-21.10282, 6.33810, 16.04961)
O (-16.68652, 7.69108, 14.17267)
H (-17.11139, 8.54875, 14.16282)
H (-16.12336, 7.69333, 13.39867)
O (-19.69344, 7.73600, 17.36733)
H (-20.07076, 8.61488, 17.32953)
H (-18.78275, 7.87673, 17.62633)
O (-19.75399, 3.97631, 19.05180)
H (-19.25155, 4.13431, 18.25253)
H (-20.56710, 3.57263, 18.74826)
O (-13.08295, 4.89018, 15.67921)
H (-13.09946, 5.44596, 16.45836)
H (-12.29348, 4.35847, 15.78040)
O (-14.97468, 2.75530, 20.49499)
H (-15.76955, 2.51683, 20.01797)
H (-15.20609, 2.64506, 21.41724)
O (-15.82111, 5.65930, 14.39904)
H (-16.26073, 4.94752, 14.86415)
H (-16.33717, 6.43775, 14.60866)
O (-17.52497, 4.84437, 22.18735)
H (-17.55737, 4.17130, 21.50753)
H (-16.63034, 5.18247, 22.14788)
O (-18.39138, 6.50682, 13.55796)
H (-17.85616, 7.06998, 14.11708)
H (-18.13618, 5.61647, 13.79959)
O (-15.68606, 8.72195, 20.76525)
H (-15.35602, 9.58770, 20.52484)
H (-15.77224, 8.25818, 19.93236)
O (-12.76134, 3.07897, 17.71190)
H (-12.72253, 3.93252, 17.28040)
H (-12.97332, 3.28027, 18.62338)
O (-14.04026, 6.72131, 14.55072)
H (-14.75228, 6.11250, 14.74721)
H (-13.34834, 6.48932, 15.17012)
O (-19.49695, 3.99235, 16.77490)
H (-18.59324, 4.24696, 16.58863)
H (-19.96370, 4.82173, 16.87737)
O (-14.12919, 4.60568, 20.38194)
H (-14.61156, 3.78091, 20.32449)
H (-13.40889, 4.42095, 20.98466)
O (-15.65668, 5.40383, 21.96528)
H (-15.33822, 4.84761, 21.25435)
H (-15.06700, 6.15782, 21.96264)
O (-17.19912, 1.68709, 20.87986)
H (-17.73456, 2.47636, 20.79870)
H (-17.40860, 1.17369, 20.09960)
O (-14.86677, 3.89067, 15.51399)
H (-15.60212, 4.16783, 16.06049)
H (-14.13752, 4.44362, 15.79447)
O (-16.44535, 2.18504, 15.79009)
H (-16.82694, 2.89251, 16.30982)
H (-15.85171, 2.62666, 15.18282)
O (-12.45150, 5.28307, 17.58652)
H (-11.50123, 5.27902, 17.70138)
H (-12.78905, 5.67290, 18.39295)
O (-13.00661, 6.13548, 19.34881)
H (-13.44388, 5.44219, 19.84315)
H (-12.30119, 6.43195, 19.92388)
O (-18.68688, 1.71029, 19.15755)
H (-19.05691, 1.98010, 18.31701)
H (-18.71049, 2.50180, 19.69531)
O (-18.65021, 3.28639, 20.68293)
H (-19.43011, 2.89607, 21.07745)
H (-18.99106, 3.87732, 20.01147)
O (-18.09086, 7.52813, 21.04520)
H (-18.24972, 8.47204, 21.05107)
H (-17.71388, 7.35358, 20.18285)